No. 1
This record from the OMol25 dataset describes a structure of composition CHFN5. The level of theory is ωB97M-V/def2-TZVPD.

```
8
Properties=species:S:1:pos:R:3
C 0.68175 -1.13272 0.73997
N 0.74679 -0.71147 1.98743
N 1.69368 -1.85165 0.31025
N 1.89176 -1.24603 2.38354
N 2.44784 -1.91378 1.40178
N -0.71156 -0.40112 -0.39161
F -0.49937 -0.98624 -1.65408
H -0.29877 0.53261 -0.48187
```

Calculated values
- Gap between HOMO and LUMO: 9.81 eV
- LUMO: 0.16754 Ha
- Charge: -1

Atomic partial charges in e from the Mulliken method, atoms 1 to 4:
1. C 0.5744
2. N -0.3619
3. N -0.3100
4. N -0.3206

=====

No. 2
This record from the OMol25 dataset describes the molecule C15H18N4O4. The level of theory is ωB97M-V/def2-TZVPD.

```
41
Properties=species:S:1:pos:R:3
N 3.28046 2.70733 -2.41122
C 3.27719 3.50734 -1.31817
O 3.85665 4.57991 -1.19404
C 2.34910 2.94443 -0.18884
C 0.79447 2.73191 -0.41245
N -0.00310 2.86828 0.78015
C 0.73774 1.28150 -0.99080
O 0.77959 1.21162 -2.19757
N 0.70710 0.23509 -0.17403
C 0.75985 0.07626 1.27139
C -0.64812 -0.32812 1.82195
C -1.09284 -1.68195 1.27565
C -0.98863 -2.88143 1.86434
N -1.74012 -3.80253 1.15392
C -2.36724 -3.17568 0.10214
C -3.15691 -3.63215 -0.94141
C -3.58882 -2.76456 -1.88446
C -3.13102 -1.42699 -1.93152
C -2.20008 -1.00777 -0.93866
C -1.84904 -1.86828 0.07237
C 1.79563 -1.03906 1.52415
O 2.19787 -1.66234 0.58853
O 2.36001 -1.06742 2.78806
H 3.82296 3.09638 -3.17442
H 2.60398 1.93157 -2.55595
H 2.79117 2.05352 0.22022
H 2.55214 3.70621 0.57948
H 0.39722 3.27021 -1.28578
H -1.00566 2.77058 0.48958
H 0.13086 3.83017 1.09803
H 0.93678 -0.61562 -0.63830
H 1.09144 0.93798 1.86012
H -0.61504 -0.33624 2.92016
H -1.44285 0.44116 1.59018
H -0.49096 -3.24340 2.82750
H -1.84549 -4.78898 1.34122
H -3.60465 -4.65387 -0.90658
H -4.30786 -3.12061 -2.64157
H -3.32195 -0.75986 -2.79474
H -1.77158 0.03026 -0.86197
H 1.94975 -0.35484 3.27333
```

Calculated values
- Gap between HOMO and LUMO: 8.53 eV
- SMILES: NC(=O)C[C@H](N)C(=O)N[C@@H](Cc1c[nH]c2ccccc12)C(=O)O
- LUMO: 0.00951 Ha
- Charge: 0

Atomic partial charges in e from the Mulliken method, atoms 1 to 4:
1. N -0.2856
2. C 0.2197
3. O -0.6311
4. C -0.8409

=====

No. 3
This record from the OMol25 dataset describes a structure of composition C22H30CaI2N3O7S. The level of theory is ωB97M-V/def2-TZVPD.

```
66
Properties=species:S:1:pos:R:3
Ca 0.14500 -0.58140 0.11640
O 0.45470 -2.99310 3.51120
C 0.54570 -1.97030 2.64000
O -0.40890 -1.63350 1.97160
C 1.87830 -1.27200 2.78820
O 2.02190 -0.15660 1.97490
C 1.52380 1.05820 2.50820
C 0.84850 1.80170 1.34400
O 0.50550 3.19510 1.73350
O -0.20870 1.11960 0.91250
H -0.39750 -3.44250 3.39780
H 2.65570 -1.98600 2.49590
H 2.01310 -1.04260 3.85820
H 2.34420 1.65180 2.93000
H 0.76810 0.88740 3.28390
N 1.32100 0.24580 -1.74990
C 1.14930 0.34800 -3.19210
C 0.23830 1.51750 -3.57120
N -1.00670 1.43890 -2.82630
H 1.65940 1.13800 -1.36820
H 2.04880 -0.43990 -1.55840
H 0.68570 -0.58160 -3.53910
H 2.11180 0.47500 -3.71930
H 0.09230 1.48370 -4.66770
H 0.73120 2.46740 -3.32270
H -1.32780 0.47440 -2.82760
H -1.73120 2.01560 -3.24220
O -0.65000 -1.75740 -2.10050
C -0.84560 -2.70810 -1.34340
O -1.72490 -2.71290 -0.43430
C -0.01500 -3.93640 -1.54550
C -0.37380 -4.89470 -2.47630
C 0.48430 -5.94580 -2.76380
C 1.70910 -6.02610 -2.11520
C 2.07050 -5.07540 -1.19070
C 1.23360 -3.99110 -0.90670
S 1.78630 -2.78320 0.17910
H -1.32780 -4.82490 -2.98820
H 0.19910 -6.68490 -3.50030
H 2.38590 -6.84110 -2.33460
H 3.02280 -5.11220 -0.68160
C -2.11700 3.37670 0.95060
N -1.44060 4.26220 -0.01750
C -1.24220 5.58790 0.57250
C -0.15960 3.71650 -0.55370
C 1.05340 3.67320 0.45830
C 1.95660 4.84140 0.38200
C 3.18980 4.67400 -0.19370
C 3.74130 3.43520 -0.53440
C 3.08270 2.27870 -0.09160
C 1.78540 2.37940 0.30280
H -3.18300 3.58790 0.96130
H -1.67020 3.51860 1.93100
H -1.93680 2.33750 0.67200
H -2.07970 4.33260 -0.81560
H -0.56300 5.47760 1.41790
H -2.19560 5.98780 0.91040
H -0.80460 6.26840 -0.15520
H 0.13240 4.32350 -1.41210
H -0.36440 2.69430 -0.88640
H 1.67180 5.78680 0.83070
H 3.80040 5.55910 -0.34440
H 4.72240 3.37150 -0.98510
H 3.61410 1.33290 -0.03830
I -2.71360 -0.85980 -0.59590
I -4.54120 1.35940 -0.91800
```

Calculated values
- Gap between HOMO and LUMO: 4.98 eV
- LUMO: 0.07539 Ha
- Charge: -1

Atomic partial charges in e from the Mulliken method, atoms 1 to 4:
1. Ca 1.2961
2. O -0.5213
3. C 0.6789
4. O -0.5488

=====

No. 4
This record from the OMol25 dataset describes a structure of composition C6H12ClN. The level of theory is ωB97M-V/def2-TZVPD.

```
20
Properties=species:S:1:pos:R:3
C -0.94747 -0.20588 1.39388
C -1.18094 0.13112 -0.10863
C -2.54087 -0.49987 -0.39514
C -0.13186 -0.31984 -1.04919
C 1.14361 -0.15986 -1.10754
C 1.89702 0.83989 -0.18386
H -0.31589 -1.23409 1.57488
H -2.16054 -0.55599 1.92073
H -0.36228 0.74243 2.15961
H -3.37982 -0.03199 0.24885
H -2.82710 -0.58273 -1.57123
H -2.50758 -1.53973 0.14899
H -0.55570 -1.16104 -1.66017
H 1.85860 -0.77244 -1.74456
H 2.15117 1.67444 -0.86604
H 1.17443 1.24374 0.39638
H 3.79645 0.30230 -0.30862
H 3.19426 -0.30084 1.01842
N 3.17449 0.57378 0.39852
Cl -1.47998 1.85660 -0.26528
```

Calculated values
- Gap between HOMO and LUMO: 10.33 eV
- LUMO: 0.02847 Ha
- Charge: 0

Atomic partial charges in e from the Mulliken method, atoms 1 to 4:
1. C -1.0715
2. C 1.2643
3. C -1.6471
4. C -0.8704

=====

No. 5
This record from the OMol25 dataset describes the molecule CH4IN4P. The level of theory is ωB97M-V/def2-TZVPD.

```
11
Properties=species:S:1:pos:R:3
P -0.75626 2.23324 0.26403
N -0.38676 0.66902 -0.21646
N -1.12451 -0.22095 0.37883
N -0.64573 -1.43589 0.17260
N 0.61853 -1.88144 -0.01040
C 1.68752 -1.20841 -0.15398
I 2.52629 0.82929 0.31325
H -2.19707 2.09298 0.33316
H -0.90739 2.88430 -0.99418
H -1.43436 -2.21893 0.29640
H 2.61973 -1.74321 -0.38324
```

Calculated values
- Gap between HOMO and LUMO: 8.52 eV
- SMILES: P/N=N/N/N=C\I
- LUMO: -0.00597 Ha
- Charge: 0

Atomic partial charges in e from the Mulliken method, atoms 1 to 4:
1. P -0.0305
2. N -0.1285
3. N -0.3297
4. N 0.1609

=====

No. 6
This record from the OMol25 dataset describes a cluster of 7 separate species, C18H38BFNO27PS6 in total. The level of theory is ωB97M-V/def2-TZVPD.

```
93
Properties=species:S:1:pos:R:3
C -3.09312 -2.25399 1.41072
C -3.60561 -1.05885 1.03233
P -4.22819 -0.88309 -0.69042
O -5.03784 -2.50230 -0.55731
N -5.82789 -2.64662 -1.68422
O -5.33397 -3.34778 -2.49614
B -5.98537 -0.08068 -0.87887
O -6.35074 0.66172 -1.97541
C -7.08450 -0.30248 0.25620
C -6.93798 0.63857 1.48792
C -3.28508 0.75131 -0.98074
C -3.73061 1.94459 -0.10191
F -3.37384 1.12760 -2.33352
H -3.40273 -2.69539 2.35707
H -2.37978 -2.73788 0.74864
H -3.67357 -0.22613 1.73242
H -3.46788 -1.43451 -1.76202
H -7.30072 0.48558 -2.07430
H -7.05746 -1.33413 0.63569
H -8.09159 -0.17353 -0.17573
H -5.93444 0.66379 1.92364
H -7.32984 1.63977 1.27107
H -7.59906 0.24009 2.27397
H -2.22192 0.54715 -0.76015
H -4.25034 1.66586 0.81976
H -2.82274 2.48562 0.20610
H -4.28859 2.65283 -0.72553
O 2.24515 -3.14766 0.61615
S 1.13678 -2.97043 1.48138
O -0.18779 -2.83076 0.98427
O 1.44505 -1.75036 2.47369
C 1.36908 -2.19715 3.83089
C 1.74980 -3.66094 3.78163
O 1.14915 -4.14686 2.57524
H 0.34144 -2.06582 4.17963
H 2.04070 -1.61352 4.45689
H 1.38358 -4.21655 4.64114
H 2.83154 -3.78940 3.69963
O -2.07319 -1.22641 5.21515
S -3.37725 -0.72982 4.96082
O -3.61522 0.40229 4.14192
O -4.09975 -0.51310 6.37727
C -5.30478 -1.28881 6.42955
C -5.04292 -2.47653 5.52686
O -4.28849 -1.94165 4.43089
H -6.12356 -0.67348 6.05043
H -5.51984 -1.58611 7.45291
H -5.95793 -2.94153 5.16930
H -4.42641 -3.22588 6.02861
O 3.32110 -0.90310 1.72272
S 4.06767 -0.22744 0.72036
O 5.08090 -0.87108 -0.03341
O 4.66668 1.12550 1.35041
C 4.20406 2.25452 0.60168
C 2.86375 1.83635 0.04536
O 3.02749 0.45749 -0.30650
H 4.92063 2.44959 -0.19894
H 4.12996 3.13061 1.24088
H 2.57733 2.42402 -0.82385
H 2.08099 1.90339 0.80556
O 4.30869 3.38718 -3.07339
S 4.01455 3.20974 -4.45485
O 4.81932 3.77334 -5.47400
O 2.48666 3.63453 -4.70478
C 1.75703 2.53532 -5.26376
C 2.44794 1.30112 -4.73336
O 3.84614 1.63698 -4.74110
H 1.82824 2.59580 -6.35156
H 0.71193 2.58315 -4.96728
H 2.25676 0.42384 -5.34722
H 2.15168 1.09582 -3.70125
O 2.08884 -2.09388 -6.15026
S 0.90219 -2.70682 -5.66658
O -0.04484 -3.31936 -6.52125
O 0.13516 -1.63911 -4.73446
C -0.04609 -2.18548 -3.41920
C 1.11225 -3.13985 -3.23043
O 1.29142 -3.75424 -4.51450
H -1.00256 -2.71227 -3.39961
H -0.05532 -1.39291 -2.67433
H 0.91354 -3.89035 -2.47017
H 2.03100 -2.60412 -2.98026
O 7.02239 3.39226 2.16600
S 7.82707 4.33240 1.46917
O 8.35880 5.48930 2.08815
O 7.03985 4.77047 0.13568
C 7.83417 4.47667 -1.02000
C 8.68180 3.28876 -0.61464
O 9.02746 3.53898 0.75416
H 8.45190 5.34966 -1.24129
H 7.19577 4.25934 -1.87389
H 9.57729 3.18807 -1.22214
H 8.10873 2.35914 -0.65537
```

Calculated values
- Gap between HOMO and LUMO: 8.51 eV
- SMILES: C=C[PH](ON=O)(B(O)CC)[C@H](C)F.O=S1(=O)OCCO1.O=S1(=O)OCCO1.O=S1(=O)OCCO1.O=S1(=O)OCCO1.O=S1(=O)OCCO1.O=S1(=O)OCCO1
- LUMO: -0.00486 Ha
- Charge: 0

Atomic partial charges in e from the Mulliken method, atoms 1 to 4:
1. C -0.7410
2. C 0.1542
3. P 0.9168
4. O -0.3779

=====

No. 7
This record from the OMol25 dataset describes a cluster of 2 separate species, C3H12N3O in total. The level of theory is ωB97M-V/def2-TZVPD.

```
19
Properties=species:S:1:pos:R:3
C 0.12729 -1.94141 0.37830
C 2.08613 0.67025 -0.51826
C -1.52021 -0.11909 -0.06301
N -1.85247 1.15735 0.34923
N -0.41566 -0.64962 0.72801
N 1.09393 0.83012 0.45841
O -1.61084 -0.17836 -1.39907
H 1.19005 -2.01217 0.57627
H -0.56446 -2.63076 0.91141
H -0.03741 -1.95685 -0.73834
H 2.84377 1.42340 -0.39297
H 2.66565 -0.35213 -0.46863
H 1.59460 0.81001 -1.43789
H -2.23166 -0.97425 0.41140
H -1.75600 1.45871 1.36100
H -2.60717 1.59423 -0.20911
H 1.49697 0.67021 1.30558
H 0.50505 1.64838 0.50060
H -1.00753 0.55202 -1.75293
```

Calculated values
- Gap between HOMO and LUMO (alpha / beta): 8.46 / 8.46 eV
- LUMO (alpha / beta): -0.20935 / -0.20938 Ha
- Charge: +1

Atomic partial charges in e from the Mulliken method, atoms 1 to 4:
1. C -0.7394
2. C -0.7967
3. C 0.3621
4. N -0.5374

=====

Which value of charge does entry 3 give? -1

=====

Please write out number 2 again, unchanged.
This record from the OMol25 dataset describes the molecule C15H18N4O4. The level of theory is ωB97M-V/def2-TZVPD.

```
41
Properties=species:S:1:pos:R:3
N 3.28046 2.70733 -2.41122
C 3.27719 3.50734 -1.31817
O 3.85665 4.57991 -1.19404
C 2.34910 2.94443 -0.18884
C 0.79447 2.73191 -0.41245
N -0.00310 2.86828 0.78015
C 0.73774 1.28150 -0.99080
O 0.77959 1.21162 -2.19757
N 0.70710 0.23509 -0.17403
C 0.75985 0.07626 1.27139
C -0.64812 -0.32812 1.82195
C -1.09284 -1.68195 1.27565
C -0.98863 -2.88143 1.86434
N -1.74012 -3.80253 1.15392
C -2.36724 -3.17568 0.10214
C -3.15691 -3.63215 -0.94141
C -3.58882 -2.76456 -1.88446
C -3.13102 -1.42699 -1.93152
C -2.20008 -1.00777 -0.93866
C -1.84904 -1.86828 0.07237
C 1.79563 -1.03906 1.52415
O 2.19787 -1.66234 0.58853
O 2.36001 -1.06742 2.78806
H 3.82296 3.09638 -3.17442
H 2.60398 1.93157 -2.55595
H 2.79117 2.05352 0.22022
H 2.55214 3.70621 0.57948
H 0.39722 3.27021 -1.28578
H -1.00566 2.77058 0.48958
H 0.13086 3.83017 1.09803
H 0.93678 -0.61562 -0.63830
H 1.09144 0.93798 1.86012
H -0.61504 -0.33624 2.92016
H -1.44285 0.44116 1.59018
H -0.49096 -3.24340 2.82750
H -1.84549 -4.78898 1.34122
H -3.60465 -4.65387 -0.90658
H -4.30786 -3.12061 -2.64157
H -3.32195 -0.75986 -2.79474
H -1.77158 0.03026 -0.86197
H 1.94975 -0.35484 3.27333
```

Calculated values
- Gap between HOMO and LUMO: 8.53 eV
- SMILES: NC(=O)C[C@H](N)C(=O)N[C@@H](Cc1c[nH]c2ccccc12)C(=O)O
- LUMO: 0.00951 Ha
- Charge: 0

Atomic partial charges in e from the Mulliken method, atoms 1 to 4:
1. N -0.2856
2. C 0.2197
3. O -0.6311
4. C -0.8409